The following is a quantum chemistry calculation of C5H9O3Rb as an isolated structure at a distorted geometry, from the Open Molecules 2025 dataset.

Geometry as XYZ:
```
18
Properties=species:S:1:pos:R:3:nbo_charge:R:1
H -0.176 0.376 1.601 0.067
O -1.094 0.536 -0.028 -0.435
O 0.912 -0.595 -0.130 -0.408
O 0.849 1.732 0.107 -0.722
C -1.888 0.297 0.993 0.525
C 1.904 -0.521 -0.888 0.557
C -3.169 -0.367 0.716 -0.741
C 2.613 -1.715 -1.309 -0.738
C 0.305 0.690 0.428 0.667
H -1.907 1.071 1.773 0.235
H 2.195 0.479 -1.244 0.219
H -3.277 -1.196 1.434 0.312
H -3.977 0.348 0.942 0.303
H -3.244 -0.713 -0.319 0.280
H 2.605 -1.726 -2.412 0.302
H 3.673 -1.575 -1.033 0.302
H 2.199 -2.631 -0.881 0.275
Rb 1.478 5.510 0.250 0.999
```

HOMO-LUMO gap = 8.37 eV
energy relative to the best compared isomer or geometry (same formula, charge and spin) = 17.1 kcal/mol
net charge = +2


The following is a quantum chemistry calculation of an isolated molecule of C8H14N2OS at a distorted geometry, from the Open Molecules 2025 dataset.

Geometry as XYZ:
```
26
Properties=species:S:1:pos:R:3:nbo_charge:R:1
C -2.339 0.196 0.554 -0.259
C -1.120 -0.031 1.099 0.477
C -0.819 -0.143 -1.202 0.244
C 1.853 -0.361 1.731 -0.616
C 1.872 -1.517 -0.536 -0.622
C 2.033 1.089 -0.279 -0.643
C -3.131 0.622 -1.787 -0.404
C 1.394 -0.191 0.232 0.177
N -2.145 0.106 -0.897 -0.383
N -0.113 -0.216 0.208 -0.448
O -0.754 0.153 2.403 -0.663
S -0.127 0.036 -2.671 -0.203
H -3.264 0.363 1.076 0.224
H 1.720 0.564 2.248 0.222
H 1.304 -1.283 1.941 0.219
H 2.946 -0.667 1.812 0.213
H 1.818 -1.486 -1.590 0.241
H 1.259 -2.295 -0.070 0.206
H 2.809 -1.846 -0.148 0.208
H 1.924 1.297 -1.330 0.243
H 1.707 1.886 0.475 0.204
H 3.107 1.139 -0.196 0.223
H -3.086 1.699 -1.744 0.208
H -3.189 0.039 -2.819 0.241
H -4.065 0.449 -1.402 0.201
H -1.592 0.399 2.892 0.490
```

HOMO-LUMO gap = 7.78 eV
structure (SMILES) = Cn1cc(O)n(C(C)(C)C)c1=S
energy relative to the best compared isomer or geometry (same formula, charge and spin) = 49.9 kcal/mol


The following is a quantum chemistry calculation of a 2-piece molecular cluster, C2H7N4 overall at a distorted geometry, from the Open Molecules 2025 dataset.

Geometry as XYZ:
```
13
Properties=species:S:1:pos:R:3:nbo_charge:R:1
C 0.806 0.046 0.621 -0.457
C 0.149 -0.516 1.959 0.153
N 1.653 1.025 1.033 0.146
N 2.048 1.697 1.802 0.334
N 0.516 0.023 3.013 -0.603
N -1.247 0.510 -1.127 -1.034
H 1.170 -0.717 0.019 0.278
H -0.024 0.535 -0.101 0.368
H -0.362 -1.574 1.714 0.227
H 0.017 -0.143 3.890 0.410
H -1.046 -0.145 -1.941 0.397
H -1.784 1.304 -1.465 0.404
H -1.949 0.023 -0.658 0.376
```

HOMO-LUMO gap = 10.20 eV
energy relative to the best compared isomer or geometry (same formula, charge and spin) = 91.3 kcal/mol
net charge = +1


The following is a quantum chemistry calculation of C30H39CoN6O5P2 as an isolated structure at a distorted geometry, from the Open Molecules 2025 dataset.

Geometry as XYZ:
```
83
Properties=species:S:1:pos:R:3:mulliken_spin:R:1
Co 0.796 0.697 -1.293 2.755
O 1.532 2.418 -0.506 0.292
C 2.423 3.200 -0.991 0.097
C 2.328 4.603 -0.776 0.088
C 3.269 5.477 -1.253 -0.042
C 4.375 5.009 -1.970 0.151
C 4.508 3.662 -2.200 -0.104
C 3.558 2.736 -1.741 0.129
C 3.738 1.358 -2.024 -0.061
N 2.870 0.434 -1.753 0.182
N 3.208 -0.852 -1.927 0.152
C 2.189 -1.680 -1.842 0.025
O 0.986 -1.292 -1.740 0.138
C 2.450 -3.134 -1.822 0.003
C 3.727 -3.667 -1.662 0.020
C 3.881 -5.036 -1.525 -0.003
C 2.775 -5.872 -1.545 0.008
C 1.509 -5.344 -1.733 -0.002
C 1.344 -3.981 -1.870 0.008
H 1.476 4.967 -0.223 0.001
H 3.166 6.541 -1.076 0.001
H 5.110 5.708 -2.341 0.007
H 5.362 3.287 -2.748 -0.005
H 4.672 1.060 -2.503 0.005
H 4.574 -2.999 -1.620 0.002
H 4.864 -5.460 -1.389 0.000
H 2.894 -6.936 -1.403 0.000
H 0.649 -5.995 -1.760 0.000
H 0.367 -3.535 -1.990 -0.004
C 0.595 -3.627 1.572 0.000
N 1.193 -2.401 2.058 0.000
C 2.633 -2.361 1.874 0.000
P 0.485 -0.895 1.871 0.020
O 1.042 0.024 0.874 -0.003
O -1.080 -1.264 1.637 -0.003
P -2.049 -0.676 0.419 0.020
O -1.281 -0.177 -0.716 0.035
N -3.043 -1.970 0.107 -0.001
C -2.991 -2.535 -1.228 0.000
C -3.448 -2.908 1.134 0.001
N -2.963 0.533 1.094 0.000
C -4.067 0.287 1.991 0.000
C -2.291 1.803 1.300 -0.004
N 0.545 -0.264 3.401 0.000
C 0.794 1.138 3.634 0.001
C -0.056 -0.987 4.494 0.001
H 1.027 -4.462 2.129 0.000
H 0.782 -3.787 0.506 -0.001
H -0.476 -3.604 1.751 -0.001
H 3.096 -3.139 2.483 0.000
H 3.003 -1.390 2.195 0.000
H 2.918 -2.514 0.830 -0.002
H -2.496 -1.823 -1.883 0.000
H -4.004 -2.721 -1.594 0.000
H -2.436 -3.479 -1.237 0.000
H -3.312 -2.469 2.118 0.000
H -2.863 -3.833 1.081 0.000
H -4.502 -3.167 0.999 0.000
H -4.651 -0.551 1.620 0.000
H -4.701 1.175 1.997 0.000
H -3.738 0.086 3.019 0.000
H -1.437 1.870 0.626 0.003
H -1.945 1.915 2.333 0.000
H -2.984 2.614 1.062 0.000
H 1.142 1.584 2.705 -0.001
H 1.564 1.248 4.404 0.000
H -0.109 1.662 3.969 0.000
H -0.123 -2.036 4.214 0.000
H -1.061 -0.613 4.729 0.000
H 0.571 -0.887 5.383 0.000
C -0.274 1.691 -2.533 0.197
C -1.263 2.402 -2.400 -0.120
C -2.384 3.222 -2.144 0.002
C -3.637 2.966 -2.707 0.006
C -4.731 3.722 -2.332 -0.001
C -4.591 4.741 -1.401 0.002
C -3.346 5.011 -0.851 -0.001
C -2.248 4.261 -1.216 0.003
H -3.735 2.158 -3.418 0.001
H -5.705 3.507 -2.750 0.000
H -5.449 5.318 -1.088 0.000
H -3.236 5.799 -0.119 0.000
H -1.279 4.431 -0.772 0.001
```

expectation value of S² = 6.07
HOMO-LUMO gap (alpha / beta) = 7.46 / 4.94 eV
spin multiplicity = 5


The following is a quantum chemistry calculation of C3H6LiO5Rb as an isolated structure at a distorted geometry, from the Open Molecules 2025 dataset.

Geometry as XYZ:
```
16
Properties=species:S:1:pos:R:3:mulliken_spin:R:1
H 0.703 0.267 -3.073 -0.005
C 0.493 -0.588 -2.390 -0.009
C -0.716 -0.194 -1.544 -0.012
O -1.925 -0.267 -2.245 -0.005
Rb 3.542 -0.285 0.833 0.739
O 1.570 -0.916 -1.608 -0.006
H 0.164 -1.424 -3.050 0.003
H -0.540 0.841 -1.176 0.019
H -0.732 -0.861 -0.653 0.017
C -4.175 0.916 0.688 0.043
O -3.504 1.094 1.740 -0.103
O -4.772 2.022 0.163 0.002
H -4.082 2.643 -0.092 -0.001
Li -1.807 1.181 2.353 0.327
O -4.584 -0.178 0.235 -0.009
H -2.675 -0.593 -1.623 0.000
```

expectation value of S² = 0.75
HOMO-LUMO gap (alpha / beta) = 2.24 / 5.44 eV
energy relative to the best compared isomer or geometry (same formula, charge and spin) = 0.0 kcal/mol
net charge = -1
spin multiplicity = 2


The following is a quantum chemistry calculation of C29H50FeP2 as an isolated structure at a distorted geometry, from the Open Molecules 2025 dataset.

Geometry as XYZ:
```
82
Properties=species:S:1:pos:R:3:mulliken_spin:R:1
Fe 0.051 1.213 0.522 3.792
C 0.903 3.232 0.582 -0.143
C -0.540 3.257 0.605 0.224
C 0.206 2.083 2.480 0.075
C 1.354 2.530 1.761 0.153
C -0.963 2.539 1.774 -0.092
C 1.800 3.979 -0.331 0.031
H 1.359 4.082 -1.337 0.004
H 2.776 3.507 -0.444 -0.001
H 1.968 4.996 0.050 0.001
C 2.751 2.432 2.215 0.014
H 3.416 3.113 1.656 0.001
H 3.136 1.412 2.100 0.004
H 2.832 2.691 3.281 0.002
C 0.259 1.378 3.781 0.008
H 1.004 1.832 4.448 0.002
H 0.523 0.318 3.640 0.012
H -0.724 1.428 4.289 0.004
C -2.355 2.440 2.313 -0.012
H -2.438 2.951 3.282 0.002
H -2.646 1.392 2.459 -0.002
H -3.062 2.928 1.627 0.005
C -1.377 4.114 -0.293 -0.015
H -1.405 5.144 0.070 0.003
H -2.407 3.753 -0.314 0.002
H -0.979 4.134 -1.299 0.001
C 1.779 -0.685 -0.619 -0.080
C 1.368 0.636 -1.136 0.486
C 0.478 0.839 -2.334 0.020
C -1.032 1.028 -2.019 -0.018
C -1.506 0.423 -0.713 0.009
C -1.419 -0.850 -0.005 0.129
C -0.376 -1.966 0.028 -0.010
C 0.801 -1.840 -0.920 0.017
H 0.611 0.061 -3.123 0.025
H -1.605 0.763 -2.934 -0.011
H 0.802 1.793 -2.786 0.010
H 0.488 -1.797 -1.971 0.004
H 2.767 -0.948 -0.963 0.025
H 2.128 1.445 -1.028 -0.024
H 1.351 -2.796 -0.837 -0.008
H -0.007 -2.077 1.072 0.011
H -2.031 -0.871 0.935 -0.090
H -0.889 -2.935 -0.214 -0.004
H -1.226 2.125 -1.888 -0.008
H -2.451 0.882 -0.453 0.007
P -0.786 -1.382 -3.681 -0.007
C 0.040 -2.808 -4.509 0.001
C -1.804 -0.718 -5.044 0.004
P -3.009 -1.457 -1.377 0.197
C -1.964 -2.321 -2.629 0.015
C -4.396 -0.739 -2.298 0.063
C -3.782 -2.946 -0.648 0.022
H 0.290 -3.576 -3.763 0.001
H 0.987 -2.487 -4.983 0.000
H -0.597 -3.250 -5.278 -0.001
H -2.216 -1.499 -5.674 -0.001
H -1.185 -0.054 -5.671 0.000
H -2.624 -0.099 -4.643 0.002
H -4.170 -3.598 -1.425 0.004
H -4.596 -2.659 0.024 -0.002
H -3.051 -3.490 -0.051 0.000
H -1.399 -3.091 -2.079 0.001
H -2.671 -2.836 -3.308 0.007
H -5.214 -0.509 -1.615 0.000
H -4.753 -1.434 -3.059 0.006
H -4.104 0.203 -2.761 0.000
C 4.145 -2.225 2.412 0.019
C 2.925 -1.566 3.025 0.006
C 2.022 -2.642 3.647 0.006
C 3.351 -0.619 4.137 0.010
C 2.194 -0.816 1.958 0.084
C 1.760 -0.422 0.868 0.006
H 4.683 -2.825 3.169 0.001
H 4.840 -1.468 1.984 -0.001
H 3.866 -2.888 1.565 -0.001
H 2.572 -3.197 4.434 0.000
H 1.122 -2.200 4.105 -0.002
H 1.681 -3.362 2.883 -0.002
H 4.000 0.168 3.749 -0.002
H 2.489 -0.124 4.599 -0.003
H 3.880 -1.171 4.922 0.000
```

expectation value of S² = 8.92
HOMO-LUMO gap (alpha / beta) = 5.57 / 6.57 eV
net charge = +1
spin multiplicity = 6